Molecular formula: C32H37N4O9SbTi
Method: DFT, the ωB97M-V functional and the def2-TZVPD basis

Calculated values
E_tot = -87823.4975 eV
Gap between HOMO and LUMO (spin up / spin down) = 3.963 / 3.928 eV
Multiplicity = 2
Net charge = -1
LUMO energy (spin up / spin down) = 1.6 / 1.6 eV
Strongest force on any atom = 1.5 eV Å⁻¹

Last column: Löwdin spin population.
Element x y z (Å)
Sb1 2.058 -1.807 0.445  0.004
Ti1 -0.597 1.283 -1.175  0.009
O1 -1.513 4.562 5.085  -0.001
O2 0.280 0.794 0.473  0.013
O3 1.557 -0.613 4.140  0.351
O4 0.100 -0.248 -1.945  0.000
O5 -2.082 0.366 -0.599  0.001
O6 -0.782 2.881 6.209  -0.006
O7 -0.972 4.687 0.228  -0.004
O8 0.069 2.980 -0.780  -0.001
O9 2.301 -0.454 2.057  0.084
N1 1.435 -0.110 2.996  0.316
N2 -2.340 2.673 -1.727  0.000
N3 -0.972 3.473 5.164  -0.002
N4 -0.547 1.894 -3.280  0.000
C1 0.119 -3.049 1.693  0.018
C2 0.328 -2.964 -4.305  0.000
C3 3.420 -3.510 2.661  0.000
C4 -0.492 3.575 0.289  -0.001
C5 -5.758 0.924 1.174  0.000
C6 0.188 1.513 1.569  0.026
C7 3.672 -3.036 1.231  -0.001
C8 -0.527 2.834 3.917  0.005
C9 2.963 0.596 -1.394  0.000
C10 -0.607 -3.440 0.439  0.003
C11 -0.770 3.325 -3.487  0.000
C12 0.013 -0.924 -3.072  0.000
C13 3.869 -4.224 0.283  0.000
C14 -0.763 3.463 2.722  0.071
C15 -3.435 2.783 -1.084  0.000
C16 -0.725 -2.214 2.623  0.005
C17 -5.228 1.910 0.371  0.000
C18 -0.572 -1.058 -5.428  0.000
C19 -0.697 1.106 -4.274  0.000
C20 3.622 -0.398 -0.441  0.002
C21 -0.395 2.806 1.552  0.002
C22 0.615 1.011 2.827  0.003
C23 -1.930 3.787 -2.587  0.000
C24 4.512 0.367 0.541  0.002
C25 0.436 -2.258 -3.128  -0.001
C26 -0.447 -0.312 -4.247  0.000
C27 -3.789 -0.433 0.799  0.000
C28 -5.021 -0.247 1.390  0.000
C29 -3.257 0.566 -0.020  0.000
C30 -3.975 1.747 -0.227  0.000
C31 0.179 1.641 3.984  0.084
C32 -0.201 -2.379 -5.466  0.000
H1 4.239 -1.105 -1.014  0.000
H2 2.987 -4.873 0.289  0.000
H3 -1.606 4.610 -1.952  0.000
H4 -6.725 1.057 1.640  0.000
H5 -0.855 -1.190 2.254  0.002
H6 3.708 1.181 -1.953  0.000
H7 2.509 -4.104 2.723  0.000
H8 -5.417 -1.017 2.040  0.000
H9 -1.759 -2.613 2.728  0.001
H10 -0.982 1.532 -5.240  0.000
H11 4.575 -2.421 1.218  0.000
H12 4.033 -3.901 -0.750  0.000
H13 4.253 -4.133 3.014  0.000
H14 -4.034 3.691 -1.194  0.000
H15 0.840 -2.701 -2.228  -0.001
H16 -0.958 -0.568 -6.316  0.000
H17 -0.047 -4.183 -0.141  0.000
H18 3.918 1.089 1.102  0.001
H19 -0.778 -2.572 -0.215  0.000
H20 -0.303 -2.955 -6.376  0.000
H21 0.424 1.191 4.932  0.008
H22 4.992 -0.286 1.273  0.000
H23 -5.775 2.831 0.197  0.000
H24 -1.606 -3.880 0.635  0.001
H25 0.140 3.849 -3.204  0.000
H26 2.316 0.100 -2.125  0.000
H27 2.351 1.312 -0.833  0.000
H28 0.680 -3.852 2.165  0.001
H29 3.305 -2.666 3.343  0.000
H30 -1.219 4.440 2.673  0.004
H31 -0.294 -2.145 3.619  0.001
H32 4.731 -4.835 0.580  0.000
H33 0.667 -3.992 -4.329  0.000
H34 -0.979 3.526 -4.539  0.000
H35 -2.777 4.123 -3.189  0.000
H36 -3.203 -1.329 0.959  0.000
H37 5.309 0.921 0.019  0.001